DFT (ωB97M-V/def2-TZVPD) results for C30H30N7ReSSe as an isolated structure in a non-equilibrium geometry.

```
70
Properties=species:S:1:pos:R:3:lowdin_charge:R:1
N -1.530 3.014 -5.159 -0.219
C -0.711 -2.032 -0.939 -0.286
H -1.223 -0.405 2.723 0.120
H 0.592 -3.069 -2.319 0.133
C 3.741 -2.925 0.119 -0.036
N 0.721 1.239 -1.250 -0.072
H 4.235 -4.935 0.691 0.129
H 0.304 -1.377 4.315 0.147
N -3.742 2.953 -3.973 -0.218
C -1.461 -3.440 -2.770 -0.021
C 1.911 1.294 -1.842 -0.091
C -1.628 1.639 -1.263 -0.128
H 4.771 -2.623 0.013 0.127
C 2.722 1.858 2.604 -0.349
H 2.585 -1.814 2.993 0.092
C -3.986 1.528 0.125 0.016
H -4.932 2.348 -1.633 0.143
C -4.017 2.011 -1.170 0.078
H -4.103 -2.150 -1.092 0.122
H 2.976 -1.036 -0.500 0.059
H -1.074 1.032 4.423 0.150
C 3.444 -4.238 0.473 -0.008
C -2.786 -3.151 -2.461 -0.005
H 3.085 1.748 -3.571 0.132
C 1.382 -2.402 -0.027 -0.317
C -2.727 2.541 -3.240 -0.323
H -4.884 1.449 0.714 0.133
C 1.099 -3.756 0.274 -0.004
C -0.257 2.149 -3.267 -0.053
C -0.262 1.114 3.696 -0.142
C -3.077 -2.328 -1.375 -0.033
C 2.055 -0.880 3.175 -0.342
N -1.622 1.167 0.005 -0.058
C 2.095 1.741 -3.145 0.018
H 0.041 3.224 1.152 0.141
H 2.545 1.738 3.670 0.084
H 1.861 3.817 2.617 0.147
C 0.553 -1.160 3.271 -0.218
H 2.254 3.207 1.002 0.130
N -0.269 -0.044 2.761 -0.195
H -1.444 2.564 2.620 0.116
H -3.587 -3.571 -3.046 0.128
C -0.361 1.675 -1.944 -0.125
H 2.761 0.975 -1.253 0.104
H -2.755 0.759 1.689 0.112
H 1.099 2.513 -4.893 0.141
C 2.731 -2.021 -0.137 -0.091
H 0.667 1.100 4.264 0.113
C -0.435 -2.882 -2.040 0.011
H -1.232 -4.106 -3.587 0.129
H 3.765 2.145 2.473 0.102
C -1.460 2.577 -3.918 -0.321
Se -3.180 3.424 -5.562 1.296
H 0.307 -2.044 2.678 0.116
H 0.068 -4.073 0.353 0.133
C 2.116 -4.649 0.521 -0.022
C -2.775 1.127 0.672 -0.128
C -2.060 -1.786 -0.621 -0.024
C -2.818 2.071 -1.889 -0.051
C -0.409 2.442 2.949 -0.148
C 1.004 2.165 -3.877 0.075
H 1.876 -5.672 0.763 0.128
H 2.465 -0.436 4.079 0.095
Re 0.306 0.507 0.676 1.349
H -2.289 -1.242 0.281 0.083
N 0.445 2.496 1.743 -0.176
C 1.839 2.927 1.975 -0.220
N 0.332 -1.514 -0.200 0.001
H -0.181 3.266 3.633 0.148
S 2.528 0.218 1.780 0.941
```

## Properties
* HOMO level (spin up / spin down): -16.21 / -16.20 eV
* frontier orbital gap (spin up / spin down): 5.43 / 5.50 eV
* total charge: +3
* total energy: -4421.5051 a.u.
* 2S+1: 2